A cluster of 2 separate species, C35H32N2O5S2 in total. Source: the Open Molecules 2025 dataset; level of theory: ωB97M-V/def2-TZVPD.

Calculated total energy ... -2634.8794 Ha
E_HOMO ... -0.2601 Ha

```
76
C35H32N2O5S2 | the Open Molecules 2025 dataset | ωB97M-V/def2-TZVPD
H 4.31 -5.98 0.13
H -2.42 -4.94 1.95
H -7.60 -0.01 0.14
H 4.82 -3.80 -0.93
H -0.22 -8.83 4.15
H 5.31 -3.13 0.64
O -2.47 -2.84 -1.39
C 4.45 -3.31 -0.02
C -0.70 -7.97 3.68
H -4.01 -9.63 -1.83
C -3.78 -6.29 -2.51
C -6.84 -6.36 2.02
H -0.29 -2.54 2.80
H -2.05 -1.89 1.77
H 4.00 -2.34 -0.29
H -4.59 -2.09 -2.15
H -7.35 -4.32 1.57
C -8.63 -7.97 2.04
H -9.78 -4.83 1.31
C -1.54 -8.17 2.58
C 2.13 -3.76 0.70
H -1.52 -7.60 -4.70
H 1.76 -4.04 -1.43
C -4.06 -1.64 -0.10
O -5.84 -8.76 -0.33
H -3.84 -1.05 1.95
H -2.48 -5.40 -3.97
O -4.89 -4.60 1.97
C 0.06 -3.28 -0.43
H -2.74 -7.95 0.03
C 1.36 -3.72 -0.47
C 1.51 -3.39 1.92
N -0.51 -2.83 0.74
C 0.23 -2.90 1.91
H -6.83 -1.06 -2.01
C -1.97 -5.79 2.47
C -4.36 -6.89 0.77
H 3.08 -6.03 1.42
H -0.97 -4.56 3.91
S -5.10 -6.02 2.19
H -6.56 -8.44 2.47
C -2.27 -7.57 -3.91
C -3.08 -7.31 0.85
C -7.28 -7.67 2.20
H -6.09 -0.04 2.13
O -4.70 -6.65 3.43
H -0.58 -3.26 -1.30
C -6.19 -1.05 -1.13
H -10.58 -7.19 1.59
C -2.70 -8.75 -3.31
N 3.47 -4.12 0.66
C -4.92 -1.63 -1.21
C -3.67 -8.72 -2.31
C -9.09 -5.63 1.56
H -8.95 -9.00 2.17
C -7.73 -5.33 1.72
C -2.71 -2.31 -0.28
C -6.62 -0.47 0.07
C -1.12 -5.58 3.55
C -9.53 -6.95 1.71
C -4.21 -7.49 -1.92
S -5.38 -7.42 -0.58
C -2.20 -7.09 1.98
C -4.50 -1.05 1.09
C -1.80 -2.33 0.81
H 0.16 -6.50 5.02
H -2.28 -9.72 -3.60
H 4.72 -5.40 1.76
C -2.81 -6.34 -3.51
C -5.77 -0.48 1.19
H 2.06 -3.43 2.86
O -6.30 -6.35 -0.89
H -1.75 -9.17 2.19
H -4.19 -5.34 -2.17
C -0.49 -6.67 4.16
C 3.91 -5.46 1.01
```



A structure of composition C35H33AsI2N2O5ReS. Source: the Open Molecules 2025 dataset; level of theory: ωB97M-V/def2-TZVPD.

Calculated total energy ... -5146.8769 Ha
Expectation value of S² ... 0.76
E_HOMO (spin up / spin down) ... -0.2904 / -0.2889 Ha
Multiplicity ... 2

```
80
C35H33AsI2N2O5ReS | the Open Molecules 2025 dataset | ωB97M-V/def2-TZVPD
H 0.54 2.22 -7.34
C 2.37 0.81 -3.24
H -1.08 -2.69 -2.61
As -1.11 0.89 -2.64
N 0.43 -0.22 -2.17
N 0.35 -2.57 -0.22
H 0.67 5.21 -4.31
C -4.75 -0.10 -4.31
C 0.66 3.83 -5.94
H 2.02 1.78 -2.89
H -6.37 -1.58 -6.03
C -0.40 1.17 3.22
C -0.34 1.98 -4.08
H -6.80 -2.12 -4.41
I -2.42 1.28 2.62
C -4.76 -1.45 -4.60
H 3.65 -2.65 -4.35
C 3.29 -1.67 -4.05
C 2.10 -1.57 -3.34
H -1.24 3.69 -1.91
H 4.94 -0.61 -4.92
C -0.22 3.79 -2.26
C 2.75 0.94 0.19
C 4.01 -0.53 -4.37
H -3.62 2.19 -2.39
O 2.46 -0.28 -0.16
H 0.15 -0.54 -5.25
C -1.25 -2.46 -3.66
O 4.54 3.88 1.04
C -2.46 -0.22 -3.56
C 3.75 3.01 0.81
C 1.74 1.82 0.46
C 2.22 3.11 0.93
C 0.37 2.53 -6.31
C 1.19 4.83 -6.94
H 0.15 1.92 2.68
H -0.35 -2.00 -4.04
H -1.39 -3.41 -4.19
O 1.59 4.06 1.34
C -3.63 0.53 -3.78
H 4.12 1.60 -4.17
H -2.47 -4.36 0.14
H -3.58 -3.23 -4.60
C -3.73 2.00 -3.46
H 0.10 0.07 -6.90
C 1.26 -3.55 -0.33
C -6.00 -2.11 -5.16
H -5.64 0.50 -4.49
Re 0.43 -0.49 -0.34
C -0.97 -2.83 -0.06
S -1.84 -1.33 0.01
H 1.26 4.39 -7.94
C 3.55 0.71 -3.96
H -1.39 -0.07 -5.96
C -0.33 0.19 -5.90
C -2.45 -1.58 -3.85
H 1.61 -5.65 -0.37
C -3.60 -2.17 -4.37
C 0.88 -4.87 -0.28
C 4.07 1.57 0.36
O 0.48 1.41 0.35
H 2.18 5.17 -6.65
H 0.07 4.83 -2.18
H 0.40 3.22 -1.57
C -0.05 3.30 -3.68
C -0.48 -5.16 -0.10
O 5.17 1.10 0.20
H -5.80 -3.14 -5.45
H 0.54 5.70 -7.00
C 1.63 -0.33 -2.96
C -0.11 1.59 -5.40
H -4.69 2.40 -3.78
H 1.55 -2.47 -3.06
H 2.29 -3.23 -0.45
H -2.95 2.58 -3.97
C -1.41 -4.15 0.01
H -0.35 1.32 4.29
C 0.45 4.20 -4.62
H -0.80 -6.19 -0.06
I 0.56 -0.71 2.85
```



A structure of composition C35H33BBr2N10O2V. Source: the Open Molecules 2025 dataset; level of theory: ωB97M-V/def2-TZVPD.

Net charge ... +2
Calculated total energy ... -8168.1460 Ha
Expectation value of S² ... 0.76
E_HOMO (spin up / spin down) ... -0.4938 / -0.4940 Ha
Multiplicity ... 2

```
84
C35H33BBr2N10O2V | the Open Molecules 2025 dataset | ωB97M-V/def2-TZVPD
H -8.39 -0.84 -0.39
H 0.80 -2.84 2.54
C -2.56 2.28 2.43
C -6.39 -0.20 -0.11
H 1.22 3.16 3.34
C -1.09 -2.46 1.62
C 5.44 -0.54 3.49
C -7.40 -1.09 -0.75
C 4.89 0.04 4.63
Br 6.01 0.41 6.11
C 0.64 -1.78 -2.39
Br 6.43 3.81 -0.39
V 0.05 -0.20 -0.06
H -3.59 2.39 2.74
H -5.13 2.42 1.39
H 3.58 3.79 0.36
C 2.72 2.01 -0.49
N -2.56 -0.93 1.09
C -5.40 1.50 0.92
C -1.73 -3.09 -2.72
H 0.02 -4.25 1.86
H -4.34 1.09 -1.88
H -0.81 -4.09 -4.38
H -2.35 -1.95 -1.03
H -2.52 -3.72 2.75
H 2.69 -1.22 -2.84
N -5.10 -0.49 -0.06
C -1.14 1.46 -2.42
N -1.26 -1.29 0.99
H -2.74 2.07 -3.83
C 0.12 1.90 -3.10
C 0.52 -2.71 -3.41
C 5.23 1.49 -1.51
H 0.80 -3.08 0.79
H 1.28 3.58 1.64
B -2.99 0.47 0.58
H -7.58 1.55 0.63
O 1.26 -0.14 1.22
N -4.49 0.54 0.59
H 6.50 -0.76 3.45
C -0.36 2.35 2.20
H -7.18 -2.14 -0.56
H 0.87 2.21 -2.38
C -2.44 1.64 -2.89
N -0.37 -1.53 -1.52
H 1.76 1.96 2.17
C -1.43 2.88 2.93
N -0.84 1.48 1.30
H -2.69 -3.57 -2.81
N -2.51 0.71 -0.88
H 1.72 2.21 -0.11
H 4.42 -0.28 -2.32
H -0.11 2.74 -3.74
C -2.31 -2.83 2.17
C 1.06 2.77 2.34
H -4.25 -1.74 2.04
C -3.27 1.15 -1.90
H 3.13 0.78 5.61
N -2.19 1.46 1.44
C 4.20 0.61 -1.75
C 3.75 2.90 -0.23
C 3.54 0.34 4.71
C 2.92 0.86 -1.24
H 6.22 1.29 -1.91
N 1.81 0.02 -1.42
C 2.73 0.06 3.62
C 3.26 -0.51 2.47
C 0.21 -3.19 1.70
C -1.53 -2.17 -1.70
N -1.20 0.90 -1.20
H 1.67 0.28 3.66
C -6.63 1.06 0.50
C 2.40 -0.82 1.31
C 4.62 -0.82 2.41
H 1.36 -2.89 -4.07
H 5.02 -1.28 1.52
C -0.68 -3.37 -3.59
H -7.40 -0.94 -1.83
O 2.68 -1.68 0.49
C -3.21 -1.84 1.81
H 0.53 1.11 -3.73
C 1.83 -0.97 -2.23
C 5.01 2.63 -0.74
H -1.36 3.61 3.72
```



A structure of composition C35H33CdN12O5S2. Source: the Open Molecules 2025 dataset; level of theory: ωB97M-V/def2-TZVPD.

Net charge ... -1
Calculated total energy ... -3351.0009 Ha
E_HOMO ... -0.1475 Ha

```
88
C35H33CdN12O5S2 | the Open Molecules 2025 dataset | ωB97M-V/def2-TZVPD
C 2.82 2.62 2.34
H -9.75 5.08 -0.92
H -8.68 1.84 -3.20
H 2.91 2.78 3.42
C -4.60 0.54 0.15
H 3.44 3.37 1.84
C -7.25 2.33 -1.69
N -3.07 -0.20 -1.53
C -1.05 -1.32 3.80
N -2.03 -0.35 3.77
C -9.02 4.30 -1.13
H 1.32 4.90 1.71
H 2.40 -3.56 2.18
H -6.59 1.52 -1.95
H -2.55 -0.24 4.62
C 1.96 0.90 -1.19
N -1.47 0.79 1.72
S -5.52 3.12 0.38
C 0.78 4.11 2.23
C 5.85 0.23 -0.08
N 0.13 -2.93 4.48
C 4.75 -0.55 0.23
H 3.41 -5.58 3.23
O -1.44 -2.53 -0.19
O 2.15 -1.66 0.84
C 1.36 2.74 1.90
H 6.27 0.89 0.66
H -0.28 4.16 1.95
C 3.16 -4.14 1.66
H 3.83 1.35 -1.23
C 4.67 -6.02 1.55
N -9.32 3.47 -2.13
H 4.82 -4.21 -1.31
C -3.82 -0.43 -0.45
C -6.95 3.20 -0.64
N -1.89 1.97 1.19
Cd -0.06 -0.68 0.80
N -2.75 2.50 1.99
C 1.72 -0.32 -3.31
C -7.87 4.21 -0.36
C 1.23 2.50 0.41
C 3.58 -3.78 0.39
S 2.76 -2.35 -0.34
H 1.88 3.18 -0.15
H 5.80 -6.22 -0.27
H -2.43 1.19 -2.90
C 6.42 0.16 -1.35
C 5.86 -0.67 -2.32
C 4.75 -1.44 -2.02
C -3.82 2.07 -1.51
H 0.77 1.98 2.41
H -3.77 -1.43 -0.04
C 3.72 -5.28 2.23
H -7.70 4.91 0.44
H 4.27 -0.50 1.20
C 1.08 -1.28 -4.01
H 7.28 0.77 -1.60
N 0.57 -2.62 3.31
H 0.19 2.62 0.08
H 2.53 0.25 -3.73
C -4.60 1.82 -0.40
C 1.31 -0.01 -1.94
H -2.23 -2.80 -3.04
C -3.08 1.03 -2.04
N -2.94 1.72 3.07
O -2.28 -3.14 -2.14
O 1.64 1.14 0.12
C 4.22 -1.39 -0.74
H -3.77 3.06 -1.94
H 3.22 1.63 2.11
H 1.39 -1.50 -5.02
N -0.17 -1.58 2.83
H 4.28 -2.06 -2.77
N 0.24 -0.73 -1.40
H -0.44 -2.86 -3.93
O 3.02 1.64 -1.68
C 5.06 -5.64 0.27
H 0.85 4.30 3.30
C -2.13 0.69 2.87
H 6.29 -0.70 -3.31
C -1.40 -2.46 -1.40
C -8.43 2.52 -2.39
H -5.17 0.33 1.04
H 5.10 -6.91 2.00
C -0.34 -1.68 -2.13
N -0.90 -2.13 4.83
C 0.00 -2.02 -3.42
C 4.51 -4.52 -0.32
```



A cluster of 3 separate species, C35H33ClF18NO5P in total. Source: the Open Molecules 2025 dataset; level of theory: ωB97M-V/def2-TZVPD.

Calculated total energy ... -4383.4556 Ha
E_HOMO ... -0.3023 Ha
Structure (SMILES) ... C=CCc1c(F)c([C@H](F)CC)c2c(c1P(N)O)C(=O)C(c1ccccc1)=C([C@H](Cl)CC)C2=O.FC(F)C(F)(F)COC(F)(F)C(F)F.FC(F)C(F)(F)COC(F)(F)C(F)F

```
94
C35H33ClF18NO5P | the Open Molecules 2025 dataset | ωB97M-V/def2-TZVPD
H -4.58 -4.41 -1.37
F 6.55 0.91 0.49
C -0.63 4.07 1.89
H -3.69 0.02 3.71
C 5.51 4.43 -0.35
H -2.07 -5.85 -2.12
H -6.99 -0.25 2.86
H 2.40 3.45 0.43
C 2.01 -3.21 1.25
O -0.14 -0.97 0.90
C -1.49 -3.23 -2.11
H -1.14 3.49 1.12
F 7.87 2.59 0.15
F 8.15 3.25 -2.34
C -2.50 -2.14 -1.64
O 6.14 5.08 -1.46
H 7.98 4.89 -3.45
Cl 1.11 -5.55 -2.57
H -2.80 2.66 2.35
O -1.29 -3.56 -3.26
H -3.33 -4.84 -3.56
F -1.15 3.71 3.10
H 2.48 7.94 1.55
C 0.61 -3.73 1.25
F 1.08 2.49 2.07
F -5.10 -2.19 -4.50
H -4.11 -1.11 2.51
C 3.02 -3.60 2.21
C -2.19 -1.39 -0.40
H -5.50 -5.65 -2.41
H 0.96 4.03 -0.33
O 2.27 5.44 0.50
H -5.77 1.25 2.66
F 0.90 7.09 2.39
C 8.31 4.58 -2.45
C 1.23 -5.07 3.27
F 5.64 2.43 -1.60
C -0.84 -1.74 0.28
O -3.41 2.00 1.93
C -0.29 -3.21 0.11
H -3.11 -2.58 -4.38
H -0.84 -5.06 2.30
C -5.46 0.90 -0.18
C 2.61 -4.58 3.24
F 1.50 4.46 2.88
C -4.37 -0.13 -0.64
H 5.82 4.87 0.60
H -6.16 1.13 -1.03
C -4.27 -4.23 -3.54
F 0.73 8.67 0.91
C -0.59 -3.92 -1.01
H -2.25 -5.88 0.54
C -1.31 -6.34 -1.47
C 1.47 7.60 1.28
C -3.74 -1.90 -2.43
F 9.63 4.84 -2.33
C 0.21 -4.67 2.28
F -5.86 -0.63 -2.51
H -0.97 -7.31 -1.95
C -4.03 -2.69 -3.74
F -0.93 5.37 1.72
C 7.51 5.33 -1.37
H 4.05 -3.19 2.14
H -3.04 -7.19 -0.41
C 1.53 6.57 0.15
C -0.07 -5.38 -1.19
F 7.66 6.66 -1.55
C 6.63 2.26 0.55
F 0.31 6.21 -0.28
P -2.67 0.48 1.73
H -4.85 -4.57 -4.45
C -6.34 0.41 2.22
H 3.36 -4.93 3.98
H 4.46 4.70 -0.45
H 0.43 -5.79 -0.28
C -2.04 -6.75 -0.12
F 4.34 2.47 0.14
H -5.06 1.88 0.17
C -6.36 0.16 0.89
C 5.55 2.89 -0.33
H -1.50 -7.58 0.41
F 2.15 7.12 -0.91
C -3.14 -0.36 0.13
C -5.21 -4.57 -2.29
C -4.66 -0.89 -1.87
C 1.60 4.18 0.54
F 7.96 5.07 -0.13
H 0.98 -5.82 4.07
H -6.09 -3.88 -2.34
H 6.51 2.56 1.60
H -7.08 -0.59 0.46
H 2.31 -2.48 0.45
C 0.88 3.82 1.86
N -3.35 -0.60 2.97
```



A structure of composition C35H33ClGaN4Si2. Source: the Open Molecules 2025 dataset; level of theory: ωB97M-V/def2-TZVPD.

Net charge ... +1
Calculated total energy ... -4536.3671 Ha
E_HOMO ... -0.3806 Ha

```
76
C35H33ClGaN4Si2 | the Open Molecules 2025 dataset | ωB97M-V/def2-TZVPD
C -1.10 -1.72 3.75
C 2.21 2.09 -5.45
C -0.59 -1.66 -0.09
C 0.24 -2.50 -6.20
C -2.82 3.40 -0.63
H -1.47 4.02 -2.19
H 0.08 4.56 -6.49
H 0.62 -0.27 -2.66
H -3.60 4.12 -0.89
H -3.91 2.58 1.06
H -1.40 2.94 3.39
H -2.22 -0.82 -1.25
C -0.59 2.74 4.06
C 0.46 3.71 -5.91
H 2.39 -4.77 -4.82
Si 1.81 0.00 -3.46
H -0.60 -2.43 -6.89
N 0.18 1.59 3.89
C -0.04 -2.85 0.42
C -2.15 -0.72 3.53
H -3.33 -3.00 -1.64
C -0.83 -1.70 5.18
C 1.71 3.15 -6.21
C -0.86 1.44 -0.01
C 1.75 -1.43 -4.64
H 1.43 2.86 6.54
C 0.82 -3.74 -5.90
H 3.24 -2.70 -3.71
Cl 2.21 0.19 0.10
H 2.87 0.75 6.97
H -0.47 1.67 -3.37
N 2.67 0.12 6.21
C 2.40 -2.66 -4.40
N 0.91 2.67 5.68
H -3.06 0.75 4.92
H -1.28 3.63 -4.60
C -1.54 -0.64 5.75
H 0.40 -4.64 -6.33
C -3.02 2.51 0.43
H 3.18 1.66 -5.67
C 1.92 -3.81 -5.03
H -2.73 -0.65 2.62
Ga 0.34 -0.26 2.95
C -1.63 3.33 -1.36
H -1.54 -0.37 6.80
N 1.79 -0.67 4.34
C -2.34 -0.04 4.75
Si 0.18 -0.03 0.47
H 0.32 2.43 -1.53
H -2.24 0.88 1.57
H 2.98 0.12 -2.55
C 1.91 0.42 5.12
C -2.39 -2.96 -1.08
C -0.31 3.20 -4.86
H 3.66 -1.71 6.85
H -2.35 -5.10 -0.73
H -0.48 4.34 5.60
H 0.26 -0.38 -5.82
C 2.48 -1.70 4.98
C -1.86 -4.14 -0.55
H -0.90 -2.56 3.08
C -0.67 -4.08 0.20
C 0.16 2.11 -4.14
C -0.64 2.40 -1.02
H 0.85 -2.84 1.03
C 1.41 1.56 -4.42
H 2.29 3.53 -7.05
C -0.14 3.42 5.16
C 0.72 -1.34 -5.60
C 1.09 1.58 4.89
C -1.76 -1.73 -0.86
H -0.27 -4.99 0.64
H 2.47 -2.69 4.56
H -0.28 -2.48 5.70
C 3.05 -1.22 6.12
C -2.05 1.55 0.72
```



no.,F_max (eV Å⁻¹)
1,1.7
2,0.3
3,2.3
4,0.1
5,3.2
6,2.1